# C20H37ClN3OPZr

A structure of composition C20H37ClN3OPZr (ωB97M-V with the def2-TZVPD basis set, the Open Molecules 2025 dataset).

Its total charge is +2. The frontier orbital gap comes out at 0.2402 hartree.

```
64
Properties=species:S:1:pos:R:3:forces:R:3:lowdin_charge:R:1
C -0.06034 -0.19751 -6.64175 0.116 0.454 -3.110 -0.188
C 1.32766 0.32319 -6.67015 -0.047 -0.188 1.367 -0.004
C -0.30384 -1.61091 -7.01795 -0.053 -0.204 1.375 -0.004
C -1.18724 0.76419 -6.70465 -0.058 -0.199 1.367 -0.004
Cl -0.19614 -0.70021 -3.21025 -0.004 0.064 0.596 -0.043
H -0.31464 -1.75291 -8.11035 0.091 0.521 0.024 0.147
H -1.26854 -1.96831 -6.65485 -0.059 0.127 -0.102 0.107
H 0.47136 -2.27451 -6.63215 0.103 0.099 -0.099 0.107
H 1.65286 0.58019 -7.69095 -0.493 -0.174 -0.097 0.147
H 2.04526 -0.40851 -6.29665 -0.060 -0.097 -0.134 0.107
H 1.43286 1.23449 -6.07945 -0.119 0.054 -0.112 0.107
H -1.37914 1.10979 -7.73285 0.406 -0.326 -0.089 0.147
H -0.99224 1.65979 -6.11325 0.136 0.017 -0.107 0.107
H -2.12034 0.32159 -6.35335 0.027 -0.111 -0.131 0.107
C 1.33276 -1.91321 1.04015 0.113 -0.504 -0.448 -0.176
C 0.74496 -3.02681 0.40045 -0.049 -0.175 0.023 -0.172
C 1.17446 -3.04311 -0.95135 -0.338 0.107 0.100 -0.185
H 0.09516 -3.74801 0.86565 -0.010 -0.094 0.038 0.122
C 2.04186 -1.94071 -1.13195 -0.080 0.151 0.030 -0.190
C 2.13906 -1.24971 0.08915 0.244 -0.470 -0.289 -0.162
H 2.73456 -0.37361 0.28215 -0.122 -0.029 -0.198 0.089
H 1.22026 -1.64121 2.07555 -0.097 -0.124 -0.115 0.070
H 0.90406 -3.76441 -1.70315 -0.032 -0.107 -0.028 0.121
H 2.50046 -1.65271 -2.06115 0.123 -0.013 -0.046 0.106
C -2.24124 -0.12121 0.57515 -0.674 -0.374 -0.331 -0.187
C -2.10604 -1.44971 1.02545 0.177 -0.039 -0.087 -0.172
C -2.39914 -2.31201 -0.05645 0.324 -0.167 -0.298 -0.157
H -1.81734 -1.75661 2.01725 -0.038 -0.022 -0.126 0.097
C -2.71494 -1.52161 -1.17675 0.211 0.015 -0.107 -0.196
C -2.60904 -0.16441 -0.79385 0.155 0.037 0.218 -0.183
H -2.77244 0.68539 -1.43145 -0.080 0.127 -0.082 0.117
H -2.11904 0.76879 1.16795 -0.041 0.095 -0.105 0.073
H -2.37364 -3.38881 -0.03175 -0.081 -0.071 0.022 0.123
H -2.94854 -1.88101 -2.16335 -0.088 -0.039 -0.070 0.111
Zr -0.29724 -1.07101 -0.68645 0.559 0.777 1.241 1.485
C -0.85594 3.11219 3.62915 -0.055 0.294 0.635 -0.132
N -0.86884 2.39599 2.34355 1.418 -2.296 0.300 -0.309
C -0.47184 3.33029 1.28305 0.186 0.189 -0.913 -0.136
P 0.23766 0.93299 2.31475 -0.339 1.544 -0.835 0.990
O 0.37926 0.57609 0.72205 -0.468 0.903 4.091 -0.499
N 1.80516 1.60499 3.01275 -2.469 -1.545 -0.808 -0.276
C 3.01636 1.09609 2.38595 0.694 0.025 -0.533 -0.134
C 1.91696 1.54099 4.48165 0.142 0.028 0.619 -0.135
N -0.52344 -0.40151 3.35825 1.246 2.597 -1.150 -0.299
C -1.82104 -0.06571 3.97865 -0.681 -0.062 0.128 -0.136
C 0.31996 -1.07341 4.36805 0.300 -0.351 0.377 -0.134
H -1.61104 3.92539 3.61695 0.431 -0.490 -0.243 0.107
H 0.13666 3.56529 3.83605 -0.493 -0.150 -0.103 0.088
H -1.13644 2.46269 4.47185 0.158 0.132 -0.380 0.063
H 0.57976 3.66409 1.42325 -0.537 -0.012 -0.161 0.093
H -0.57714 2.85089 0.29005 0.143 0.262 0.587 0.074
H -1.14014 4.21829 1.28405 0.374 -0.624 0.250 0.105
H 3.04136 1.43399 1.33215 0.000 -0.467 0.480 0.088
H 3.91646 1.54029 2.86455 -0.709 -0.204 -0.102 0.111
H 3.08146 -0.00781 2.49155 0.281 0.531 -0.246 0.084
H 2.59966 2.34299 4.83105 -0.425 -0.298 -0.383 0.111
H 0.94606 1.69059 4.98445 0.465 -0.093 -0.304 0.070
H 2.36086 0.58399 4.82495 -0.259 0.472 -0.175 0.083
H -2.36804 -1.00521 4.21895 0.458 0.440 -0.244 0.108
H -1.69374 0.46979 4.94035 -0.042 -0.183 -0.463 0.086
H -2.46884 0.52409 3.30945 0.413 -0.216 0.309 0.082
H -0.09434 -2.08541 4.57115 0.124 0.604 -0.260 0.110
H 1.36806 -1.21181 4.05515 -0.484 0.126 -0.039 0.072
H 0.32866 -0.52591 5.33355 -0.037 -0.276 -0.523 0.089
```
Positions in Å, forces in eV/Å.

# C20H37CrN2P

A structure of composition C20H37CrN2P (ωB97M-V with the def2-TZVPD basis set, the Open Molecules 2025 dataset).

As for the spin multiplicity: 5. Its expectation value of S² is 6.293. Its total charge is -2. The frontier orbital gap (spin up / spin down) comes out at 0.0592 / 0.1788 hartree.

```
61
Properties=species:S:1:pos:R:3:forces:R:3:mulliken_spin:R:1
C 1.24800 -0.86600 -4.20789 -0.321 -0.037 0.187 -0.038
C -0.14930 -0.79360 -4.46059 -0.040 -0.410 -0.310 0.059
C -0.83160 -1.49180 -3.42049 0.244 0.288 -0.088 0.047
C 0.14850 -1.98350 -2.51549 0.414 -0.233 -0.331 -0.116
C 1.43430 -1.59110 -2.99609 -0.433 -0.699 -0.306 0.055
Cr 0.34590 0.40960 -2.40569 0.250 -0.608 2.321 2.962
C -1.22700 2.06100 -3.31839 0.212 0.546 -0.336 0.020
C -0.08100 2.45430 -3.88759 -0.664 0.094 -0.229 0.022
C 0.87200 2.97970 -4.63029 -0.197 -0.134 0.133 -0.007
N 1.68670 1.42340 -2.09369 1.945 1.989 -1.060 -0.413
H -1.91280 -1.61330 -3.32729 0.381 0.061 -0.011 -0.013
H -0.61420 -0.29110 -5.31199 0.161 -0.146 0.321 0.020
H -0.04430 -2.54210 -1.59829 0.076 0.362 -0.542 0.081
H 2.39110 -1.80050 -2.51569 -0.382 0.165 -0.187 -0.030
H 2.03590 -0.41530 -4.81289 -0.316 -0.093 0.274 0.011
H -1.89780 1.35480 -3.82319 0.417 0.258 0.208 0.014
H 2.55560 1.97100 -2.07039 -0.489 -0.575 0.121 0.036
H -1.57180 2.50140 -2.37619 0.248 -0.193 -0.314 -0.003
H 0.61870 3.77760 -5.34259 0.068 -0.248 0.334 0.011
H 1.91110 2.64740 -4.56419 -0.465 0.033 0.024 0.019
C -2.38100 -1.13090 2.59521 -0.340 -0.046 0.230 1.725
C -1.95520 -0.78930 1.15731 -0.510 -0.366 1.452 -3.839
C -2.08960 -2.05160 0.30041 0.087 -0.216 -0.205 0.801
C -2.96440 0.22550 0.55961 0.047 0.233 -0.436 0.734
P -0.14000 -0.10940 1.13201 1.131 3.669 -6.612 2.623
N 0.04090 0.54850 -0.36529 -1.146 -2.266 2.704 -0.157
C 0.09350 1.53090 2.19161 0.285 -0.132 1.239 -2.957
C 0.38120 1.23060 3.67571 0.077 0.214 0.364 1.304
C 1.24550 2.40740 1.62491 -0.009 0.124 -0.632 0.456
C -1.15120 2.42960 2.15441 -0.435 0.065 -0.079 0.773
C 1.35560 -1.33210 1.50581 -0.079 -0.723 1.636 -3.269
C 1.15900 -2.05690 2.85251 0.029 -0.268 0.325 1.547
C 1.50730 -2.43020 0.46071 -0.016 -0.114 -0.352 0.829
C 2.71850 -0.60280 1.52881 0.029 0.476 -0.066 0.688
H -3.42080 -1.52030 2.61451 0.418 0.171 0.019 -0.394
H -2.34890 -0.23750 3.24461 -0.039 -0.382 -0.159 0.122
H -1.73110 -1.90580 3.03941 -0.264 0.327 -0.074 0.133
H -3.13290 -2.43510 0.32561 0.416 0.348 0.191 0.049
H -1.86750 -1.81370 -0.75189 0.168 -0.190 0.395 0.124
H -1.45310 -2.86690 0.67891 -0.104 0.214 -0.288 -0.053
H -3.09960 1.13630 1.14701 0.256 -0.156 -0.049 0.026
H -2.66950 0.51530 -0.47139 0.016 -0.161 0.611 0.079
H -3.98080 -0.22120 0.51161 0.567 -0.191 0.065 0.003
H 1.35420 0.73880 3.81831 -0.310 -0.004 -0.042 -0.069
H 0.44610 2.17300 4.26281 -0.167 -0.372 -0.294 -0.173
H -0.41200 0.60210 4.12491 0.421 0.226 -0.086 0.223
H 1.03280 2.71720 0.58011 0.061 -0.443 0.492 -0.001
H 1.36240 3.33650 2.22521 -0.348 -0.488 0.013 -0.033
H 2.23070 1.93210 1.62751 -0.287 -0.080 -0.032 0.146
H -1.42880 2.68150 1.11011 0.026 -0.290 0.563 0.207
H -1.98840 1.96210 2.70271 0.173 0.185 -0.412 -0.152
H -0.96080 3.38750 2.68871 0.200 -0.520 -0.258 -0.056
H 0.26620 -2.70870 2.81561 0.339 0.239 0.100 -0.093
H 2.02620 -2.71830 3.07331 -0.363 0.321 -0.169 -0.209
H 1.05190 -1.37340 3.70701 -0.061 -0.233 -0.231 0.104
H 1.74610 -1.95280 -0.48719 -0.313 -0.197 -0.158 -0.045
H 2.36060 -3.10430 0.69751 -0.355 0.489 0.218 0.128
H 0.62350 -3.08010 0.39631 0.194 0.292 -0.189 -0.081
H 2.88700 -0.05440 0.57841 -0.190 -0.139 0.538 0.024
H 2.81450 0.07340 2.39141 -0.122 -0.044 -0.389 -0.066
H 3.55360 -1.32470 1.65421 -0.591 0.007 -0.150 0.062
```
Positions in Å, forces in eV/Å.